[1]
DFT (wB97M-V/def2-TZVPD) results for C15H20B2CdF4N6O4S as an isolated structure at a distorted geometry.

As for the net charge: +2. The highest occupied orbital energy (alpha / beta) comes out at -14.51 / -14.07 eV. The value obtained for the frontier orbital gap (alpha / beta) is 4.6 / 4.8 eV.

Geometry (Å):
Cd: -1.07176 0.44376 -0.77309
C: 1.46276 -2.08531 -3.70724
C: 0.53950 -1.54744 -2.67258
N: 0.58437 -0.33726 -2.22351
O: 1.54787 0.48064 -2.56433
B: 1.44042 1.84996 -1.91339
F: 2.29347 2.68710 -2.48835
F: 0.07628 2.24379 -1.96162
O: 1.81828 1.62418 -0.46524
N: 0.87471 1.07948 0.26045
C: 1.12673 0.71917 1.48333
C: 2.39950 1.03556 2.18389
C: 0.08227 -0.09295 2.13210
N: -0.86208 -0.47932 1.33582
O: -1.74418 -1.36622 1.73343
B: -2.73941 -1.74548 0.67460
F: -3.21780 -0.51664 0.08426
F: -3.72174 -2.47756 1.20245
O: -2.05410 -2.52355 -0.40963
N: -1.23558 -1.80804 -1.16648
C: -0.47874 -2.40505 -2.02538
C: -0.55014 -3.85820 -2.33572
C: 0.16992 -0.47112 3.56762
H: 2.07966 -1.29136 -4.11787
H: 0.90801 -2.56784 -4.51185
H: 2.11748 -2.83966 -3.26368
H: 3.07808 1.55064 1.51086
H: 2.87220 0.11612 2.53495
H: 2.21818 1.66198 3.05906
H: -1.29509 -4.34585 -1.71448
H: 0.42043 -4.32914 -2.17161
H: -0.80394 -4.00786 -3.38670
H: 0.22818 0.42274 4.19089
H: 1.07347 -1.05397 3.75845
H: -0.69410 -1.06047 3.85842
N: -4.66989 0.19656 -2.09180
C: -4.55052 1.44600 -1.67647
S: -3.03219 2.18501 -1.48922
N: -5.72252 2.14327 -1.54881
C: -5.98186 3.40356 -1.06469
C: -5.20471 4.04820 -0.06286
C: -5.51985 5.32560 0.32429
C: -6.63545 5.96614 -0.22253
C: -7.43330 5.31543 -1.18758
C: -7.13352 4.04464 -1.58342
H: -3.85009 -0.38047 -2.15972
H: -5.56024 -0.27907 -2.14006
H: -6.54890 1.68380 -1.91836
H: -4.42334 3.50541 0.44123
H: -4.94118 5.81152 1.09685
H: -6.91916 6.94788 0.13397
H: -8.27831 5.82632 -1.62861
H: -7.73428 3.54787 -2.33564

[2]
DFT (wB97M-V/def2-TZVPD) results for one molecule with the formula C15H20BFN2O4 at a distorted geometry.

The calculation puts the relative energy (zero: lowest compared OMol25 entry of this formula, charge and spin) at 0.178 eV. The highest occupied orbital energy comes out at -8.96 eV. The value obtained for the frontier orbital gap is 9.3 eV. As for the structure (SMILES): C=CC(=O)N(CC)CC(=O)N[C@@H](Cc1ccc(F)cc1)B(O)O.

Geometry (Å):
O: 4.01815 0.58115 -2.23132
O: -0.36294 -1.10275 -1.42451
F: -5.24900 -3.68040 1.78717
O: -1.18766 3.48078 -0.53483
O: 1.01038 2.52752 -0.34409
B: -0.37101 2.39002 -0.27488
C: 2.98224 -0.00738 -1.98383
C: 0.36436 -0.80858 -0.50297
C: 1.92055 0.70150 -4.06396
C: 1.87950 -0.01537 -2.95870
C: -4.93901 -1.34636 2.26635
C: -3.24569 -2.54771 1.12137
C: -4.22392 -0.18585 2.07827
C: -2.59831 -1.37841 0.87131
C: -4.47970 -2.54314 1.77233
C: -3.04417 -0.18414 1.35519
N: 2.80363 -0.53905 -0.69866
N: -0.06871 0.07428 0.44033
C: 1.71341 -1.42763 -0.32792
C: 3.81815 0.78013 1.20410
C: 3.88208 -0.45016 0.30595
C: -2.26786 1.06756 1.10789
C: -1.10295 1.03740 0.09016
H: -0.63202 4.16535 -0.98213
H: 1.54061 1.71834 -0.48049
H: 2.74189 1.38100 -4.27775
H: 1.11516 0.66078 -4.76674
H: 1.04339 -0.63915 -2.74624
H: -5.76946 -1.38986 2.94237
H: -2.89150 -3.44159 0.68260
H: -4.63072 0.74470 2.44280
H: -1.68522 -1.41072 0.31838
H: 0.57165 0.40391 1.13143
H: 1.76779 -1.71248 0.71501
H: 1.85268 -2.30962 -0.93035
H: 2.93072 0.75091 1.82707
H: 4.70116 0.88960 1.80850
H: 3.72124 1.68833 0.57610
H: 3.89224 -1.38651 0.92504
H: 4.84946 -0.48431 -0.19897
H: -1.88902 1.44766 2.05830
H: -3.01522 1.79013 0.78878
H: -1.46636 0.71008 -0.88846

[3]
DFT (wB97M-V/def2-TZVPD) results for C15H20BrOPm as an isolated structure at a distorted geometry.

As for the net charge: -2. As for the expectation value of S²: 6.01. The highest occupied orbital energy (alpha / beta) comes out at 2.11 / 2.11 eV. The value obtained for the frontier orbital gap (alpha / beta) is 2.6 / 2.6 eV. Its spin multiplicity is 5.

Geometry (Å):
Pm: -0.04336 -0.25938 1.61910
C: 2.17365 0.31957 2.85300
C: 2.65686 -0.52516 1.80294
C: 2.54993 0.18477 0.57373
H: 3.01869 -1.54918 1.91797
C: 1.99740 1.47306 0.84866
C: 1.77290 1.56093 2.26125
H: 1.35891 2.41782 2.79005
H: 2.09027 0.05256 3.90873
H: 2.87748 -0.16971 -0.40327
H: 1.81410 2.25880 0.11615
C: -2.49858 0.27588 2.37020
C: -1.69317 1.40056 2.74221
C: -1.36112 2.11206 1.55375
H: -1.36520 1.64613 3.75800
C: -1.95207 1.44021 0.44246
C: -2.65668 0.29911 0.94537
H: -3.21279 -0.41541 0.34664
H: -2.87553 -0.49779 3.04064
H: -0.75876 3.02257 1.48646
H: -1.92442 1.76830 -0.59484
O: 0.12972 -1.54891 -0.02817
C: -0.22264 -0.49953 -3.12142
C: 0.39629 -1.78376 -2.69626
C: 0.59185 0.76914 -2.74375
C: -1.74752 -0.45179 -2.84388
C: 0.45497 -2.27952 -1.17016
H: 1.43884 -1.86902 -3.04893
H: -0.08056 -2.64010 -3.21607
H: -0.14027 -3.17059 -1.02776
H: 1.47430 -2.59552 -0.91163
H: 0.80682 1.31737 -3.65461
H: 1.53357 0.51770 -2.25807
H: 0.10127 1.46951 -2.04080
H: -2.25140 -0.58641 -3.79969
H: -2.12776 0.47184 -2.38484
H: -2.07048 -1.24852 -2.17813
Br: -0.25549 -2.68761 2.74497

[4]
DFT (wB97M-V/def2-TZVPD) results for C15H20Cl10N2 as an isolated structure at a distorted geometry.

The calculation puts the relative energy (zero: lowest compared OMol25 entry of this formula, charge and spin) at 26.463 eV. The highest occupied orbital energy comes out at -7.90 eV. The value obtained for the frontier orbital gap is 7.9 eV.

Geometry (Å):
N: -1.20527 2.14604 -1.12986
C: -0.09898 1.71600 -1.70153
C: 0.14506 2.01966 -3.07153
C: -0.73025 2.88704 -3.75993
C: -1.78206 3.35850 -3.12317
C: -2.02274 2.92286 -1.78427
H: 0.55233 1.20375 -1.00885
H: 1.09249 1.95587 -3.58603
H: -0.63909 3.24508 -4.77476
H: -2.49600 3.99879 -3.61988
H: -2.82817 3.25742 -1.14728
N: -0.19520 -1.75121 1.17367
C: -0.79110 -1.35967 -0.00705
C: -0.14348 -0.65953 -1.01272
C: 1.17844 -0.41467 -0.82908
C: 1.84983 -0.83561 0.34565
C: 1.11963 -1.49871 1.32984
H: -1.85229 -1.43043 -0.19487
H: -0.61599 -0.31579 -1.92099
H: 1.79161 0.13464 -1.52814
H: 2.92567 -0.78764 0.42726
H: 1.63610 -1.88375 2.19667
C: 2.28706 -3.98502 1.80260
Cl: 1.35902 -4.95912 2.94471
Cl: 3.46704 -2.96880 2.78207
H: 2.96301 -4.67955 1.30377
H: 1.82000 -3.22206 1.17983
C: -0.18898 -1.41964 3.50225
Cl: 1.46150 -1.99300 3.63342
Cl: -0.77998 -0.83032 5.14254
H: -0.30493 -0.63392 2.75572
H: -0.82996 -2.28827 3.35152
C: -2.91374 0.38127 -2.69528
Cl: -1.86214 0.83188 -4.03261
Cl: -2.15497 -0.40348 -1.25544
H: -3.35379 1.33597 -2.40720
H: -3.74947 -0.20726 -3.07382
C: 3.37951 0.55330 1.87921
Cl: 3.52304 -1.24869 1.56790
Cl: 4.90833 1.49612 1.77413
H: 2.68891 1.08854 1.22752
H: 2.99344 0.66878 2.89199
C: -2.33150 0.91954 0.70914
Cl: -2.89045 -0.40311 1.81251
Cl: -1.57290 2.15435 1.68129
H: -1.58470 0.56078 0.00084
H: -3.22389 1.34292 0.24818

[5]
DFT (wB97M-V/def2-TZVPD) results for C15H20ClN6O6V as an isolated structure.

As for the net charge: -1. As for the expectation value of S²: 3.76. The calculation puts the relative energy (zero: lowest compared OMol25 entry of this formula, charge and spin) at 0.000 eV. The highest occupied orbital energy (alpha / beta) comes out at -4.20 / -6.30 eV. The value obtained for the frontier orbital gap (alpha / beta) is 6.9 / 8.9 eV. Its spin multiplicity is 4.

Geometry (Å):
V: -0.91297 -0.63393 0.67659
O: -4.86204 0.39378 0.06850
C: -3.71290 -0.01549 0.06623
O: -2.73982 0.34667 0.82660
C: -3.32728 -1.13060 -0.91719
C: -4.13672 -1.71385 -1.87735
C: -3.59234 -2.71415 -2.67527
C: -2.27715 -3.12905 -2.48772
C: -1.53934 -2.52166 -1.48679
N: -2.07687 -1.54599 -0.76495
C: -0.11722 -2.87891 -1.03899
O: 0.56421 -3.61193 -1.74460
O: 0.24149 -2.26754 0.03017
H: -5.16002 -1.37982 -1.97828
H: -4.19849 -3.18376 -3.44020
H: -1.82195 -3.90822 -3.08316
Cl: 1.74990 1.69199 3.98440
N: 0.11959 -0.25466 5.76721
C: 0.35816 -0.73628 4.41014
C: 0.07780 0.37474 3.40873
O: -1.00610 1.12063 3.72670
O: 0.27027 0.13914 2.18236
H: 0.18991 -1.00561 6.44046
H: -1.12285 1.03111 4.68886
H: 0.83873 0.43171 5.98110
H: -0.36213 -1.52437 4.17090
H: 1.36572 -1.11171 4.22686
C: 2.03504 0.12682 -0.21153
N: 0.65713 0.51971 -0.63552
C: 0.57463 0.35472 -2.09738
N: 1.56935 1.16318 -2.80184
C: 2.89903 0.76239 -2.32633
N: 3.04867 0.93917 -0.88469
C: 2.80660 2.34522 -0.55767
N: 1.47771 2.79058 -0.99145
C: 0.48050 1.95890 -0.31979
C: 1.36553 2.56635 -2.43112
H: 2.17854 -0.92300 -0.45762
H: 2.10849 0.25750 0.86415
H: -0.42385 0.65420 -2.42800
H: 0.73251 -0.69541 -2.34466
H: 3.64930 1.36717 -2.84233
H: 3.05867 -0.28914 -2.57308
H: 3.56177 2.96175 -1.05250
H: 2.88739 2.47788 0.52249
H: -0.51719 2.26460 -0.64538
H: 0.55547 2.08129 0.75926
H: 2.11345 3.17534 -2.94506
H: 0.37167 2.87857 -2.76123

Let's list energy in order: -2227.78528; -1118.86701; -3841.15997; -5294.00726; -2768.01335 hartree.